i) Formula: C4H5N2O
Source: OMol25
Level of theory: ωB97M-V with the def2-TZVPD basis set

- Kohn-Sham gap (spin up / spin down) (eV) = 8.69 / 8.69
- net charge = +1
- 2S+1 = 1

Geometry (Å):
C 2.93381 1.23520 -0.13205
C 2.62669 0.10279 0.44123
C -1.01732 0.65991 0.16864
C 1.88412 -1.06236 0.38165
N -0.48193 -0.41786 -0.27120
N -2.23784 0.92747 -0.12006
O 0.55888 -1.30539 0.12189
H 2.31931 -2.08589 0.14897
H -0.18260 1.00438 0.73467
H -0.98040 -1.12996 -0.78952
H -2.73344 1.88666 -0.05333
H -2.68928 0.18505 -0.63090



ii) Formula: C4H5N2O
Source: OMol25
Level of theory: ωB97M-V with the def2-TZVPD basis set

- Kohn-Sham gap (eV) = 10.24
- net charge = +1
- 2S+1 = 1

Geometry (Å):
C -1.40425 -1.99617 0.20153
C 0.18088 -0.26621 -1.89483
C -0.14779 -0.02352 1.31236
C 0.16416 0.89823 0.18517
N -0.93319 -1.11049 0.84753
N 0.88886 0.19828 -0.93982
O -0.49460 -0.69908 -2.66222
H 0.78086 -0.43055 1.75789
H -0.94834 0.49093 2.02330
H -0.78952 1.18017 -0.27406
H 0.74013 1.77701 0.31561
H 1.96280 -0.01860 -0.87245



It turns out ii) is the most stable, with the second structure 124.3 kcal/mol higher.